Entry w
A 2-piece molecular cluster, C3H11N overall, computed with ωB97M-V/def2-TZVPD.

Spin multiplicity   1
LUMO energy   0.835 eV
HOMO-LUMO gap   11.35 eV
M   61.1 g/mol
HOMO   -10.511 eV

Element x y z (Å)
N 2.85 -1.38 -3.38
H 3.27 -2.20 -2.95
H 2.62 -0.76 -2.61
H 1.96 -1.82 -3.64
C -0.56 -0.53 1.76
C -1.20 0.21 0.60
C -1.15 1.74 0.97
H -0.07 -1.45 1.45
H -1.35 -0.72 2.52
H 0.28 -0.02 2.25
H -2.29 0.17 0.50
H -0.80 0.10 -0.41
H -1.70 2.32 0.20
H -1.68 2.08 1.86
H -0.18 2.26 0.89

=====

Entry x
A 2-piece molecular cluster, C3H11N overall, computed with ωB97M-V/def2-TZVPD.

Spin multiplicity   1
LUMO energy   0.990 eV
HOMO-LUMO gap   11.15 eV
M   61.1 g/mol
HOMO   -10.164 eV

Element x y z (Å)
N -3.11 -0.92 0.27
H -2.41 -0.13 0.37
H -2.44 -1.55 -0.22
H -3.38 -1.10 1.21
C 1.01 1.25 -0.99
C 1.78 0.20 -0.25
C 0.76 -0.45 0.85
H 0.35 1.78 -0.31
H 1.59 2.09 -1.40
H 0.39 0.83 -1.76
H 2.23 -0.71 -0.88
H 2.77 0.67 0.22
H 1.10 -1.33 1.30
H -0.27 -0.57 0.35
H 0.60 0.45 1.57

=====

Going by the computed energies, the most stable comes first: entry w, entry x.

=====

Entry w
A 3-piece molecular cluster, C4H15NO4 overall, computed with ωB97M-V/def2-TZVPD.

Spin multiplicity   2
Net charge   +1
LUMO energy (alpha / beta)   -3.390 / -8.618 eV
HOMO-LUMO gap (alpha / beta)   10.91 / 5.64 eV
M   141.2 g/mol
HOMO (alpha / beta)   -14.300 / -14.261 eV

Element x y z (Å)
C -1.69 1.37 -2.12
N -1.29 0.29 -1.22
C -0.11 0.40 -0.45
C -0.14 -0.47 0.81
O 0.58 0.22 1.83
C 1.19 0.03 -1.29
O 2.43 -0.12 -0.50
H -2.70 1.61 -1.95
H -1.59 1.01 -3.22
H -1.15 2.35 -2.12
H -1.41 -0.56 -1.72
H 0.10 1.47 -0.23
H 0.27 -1.42 0.69
H -1.19 -0.67 1.10
H 0.08 -0.11 2.62
H 1.52 0.82 -1.92
H 1.09 -0.89 -1.78
H 2.35 0.39 0.42
H -1.93 1.26 2.17
H -2.92 0.88 1.01
O -2.84 1.02 1.96
H 2.28 -1.75 0.31
H 1.99 -3.13 -0.05
O 1.92 -2.53 0.66

=====

Entry x
A 5-piece molecular cluster, C4H15NO4 overall, computed with ωB97M-V/def2-TZVPD.

Spin multiplicity   2
Net charge   +1
LUMO energy (alpha / beta)   -4.826 / -7.829 eV
HOMO-LUMO gap (alpha / beta)   9.26 / 6.25 eV
M   141.2 g/mol
HOMO (alpha / beta)   -14.085 / -14.079 eV

Element x y z (Å)
N -1.44 0.94 -0.61
C -0.75 0.21 0.29
C -1.14 -1.11 0.49
C 1.13 1.76 0.50
C 0.43 0.74 0.97
H -0.93 1.60 -1.20
H -2.44 1.08 -0.52
H -0.59 -1.70 1.21
H -1.94 -1.57 -0.08
H 2.00 2.16 1.01
H 0.88 2.27 -0.41
H 0.60 0.23 1.92
H -3.53 1.17 1.34
H -2.36 1.79 2.27
O -3.12 1.96 1.70
H 3.57 -1.16 1.01
H 2.37 -2.23 1.09
O 2.62 -1.30 1.08
H -1.26 -2.59 -2.47
H -1.06 -1.03 -2.45
O -0.70 -1.86 -2.77
H 2.49 -0.15 -0.73
H 2.31 -0.93 -2.04
O 2.87 -0.27 -1.61

=====

Going by the computed energies, the most stable comes first: entry x, entry w.

=====

Entry w
One molecule with the formula C5H10F2N2, computed with ωB97M-V/def2-TZVPD.

Spin multiplicity   1
LUMO energy   0.952 eV
HOMO-LUMO gap   9.56 eV
M   136.1 g/mol
HOMO   -8.611 eV

Element x y z (Å)
C 1.24 -0.02 -0.18
C -0.05 0.09 -0.98
C 1.94 -1.14 -0.05
C -1.41 0.00 1.10
C -1.06 2.15 -0.02
N -1.18 0.71 -0.21
N 1.70 -2.40 -0.61
F -1.98 -1.19 0.97
F -2.45 0.65 1.77
H 1.61 0.93 0.30
H -0.47 -0.03 1.75
H 0.13 0.46 -1.90
H -0.34 -0.92 -1.18
H 2.86 -1.12 0.55
H -0.50 2.38 0.85
H -0.73 2.47 -0.93
H -1.99 2.65 0.10
H 1.79 -3.25 -0.09
H 0.90 -2.44 -1.24

=====

Entry x
A 2-piece molecular cluster, C5H10F2N2 overall, computed with ωB97M-V/def2-TZVPD.

Spin multiplicity   1
LUMO energy (alpha / beta)   0.832 / 0.832 eV
HOMO-LUMO gap (alpha / beta)   6.75 / 6.75 eV
M   136.1 g/mol
HOMO (alpha / beta)   -5.915 / -5.914 eV

Element x y z (Å)
C -0.68 0.17 -1.73
C -1.20 0.98 -0.53
C 0.98 0.42 -0.20
C 2.26 0.27 0.55
C -1.54 -1.21 1.42
N 0.53 -0.46 -1.17
N 0.03 1.30 0.07
F -0.17 -1.09 1.50
F -1.83 -2.43 1.85
H -1.36 -0.60 -2.10
H -0.60 0.75 -2.83
H -1.91 1.76 -0.67
H -1.66 -0.98 0.43
H 2.41 -0.91 0.63
H 2.22 0.72 1.55
H 3.15 0.58 -0.06
H -1.98 -0.40 2.09
H 1.37 -0.67 -1.67
H -0.01 1.79 0.87

=====

Going by the computed energies, the most stable comes first: entry w, entry x.

=====

Entry w
An isolated ion of composition C5H10NS and charge +1, computed with ωB97M-V/def2-TZVPD.

Spin multiplicity   1
Net charge   +1
LUMO energy   -5.592 eV
HOMO-LUMO gap   8.82 eV
M   116.2 g/mol
HOMO   -14.414 eV

Element x y z (Å)
C -1.23 -0.41 2.44
C 0.04 0.79 0.38
C 1.07 -1.36 -0.50
C -0.56 0.29 -1.73
C 0.65 0.18 -0.77
N -1.36 0.04 1.30
S 0.30 2.26 1.12
H -2.13 -0.93 2.94
H -0.20 -0.24 2.97
H 2.08 -1.59 -0.31
H 0.42 -1.72 0.33
H 0.79 -1.91 -1.33
H -1.18 1.28 -1.64
H -1.25 -0.59 -1.66
H -0.05 0.27 -2.69
H 1.51 0.78 -1.06
H 1.12 2.88 0.20

=====

Entry x
An isolated ion of composition C5H10NS and charge +1, computed with ωB97M-V/def2-TZVPD.

Spin multiplicity   1
Net charge   +1
LUMO energy   -4.178 eV
HOMO-LUMO gap   9.33 eV
M   116.2 g/mol
HOMO   -13.508 eV

Element x y z (Å)
C -0.06 1.02 -0.05
C 0.29 0.50 -1.37
C -0.48 -0.24 0.59
C 0.64 -0.68 -0.43
C -1.83 -0.85 0.34
N 0.66 1.88 0.57
S 2.35 -0.63 0.20
H 1.08 1.02 -1.91
H -0.53 0.25 -2.04
H -0.22 -0.29 1.66
H 0.45 -1.66 -0.87
H -1.89 -1.84 0.79
H -2.06 -0.94 -0.72
H -2.60 -0.23 0.81
H 1.26 2.54 0.08
H 0.62 1.99 1.57
H 2.32 -1.82 0.78

=====

Going by the computed energies, the most stable comes first: entry x, entry w.

=====

Entry w
A 2-piece molecular cluster, C3H7N2 overall, computed with ωB97M-V/def2-TZVPD.

Spin multiplicity   1
Net charge   +1
LUMO energy (alpha / beta)   -5.777 / -5.774 eV
HOMO-LUMO gap (alpha / beta)   9.79 / 9.79 eV
M   71.1 g/mol
HOMO (alpha / beta)   -15.571 / -15.567 eV

Element x y z (Å)
C -0.69 -0.38 0.06
C 0.26 -1.46 0.02
C 1.42 1.05 -0.02
N 0.46 0.07 0.22
N -2.65 0.43 0.04
H 0.43 -2.24 0.89
H 0.49 -1.92 -1.03
H 2.41 0.48 -0.26
H 1.16 1.88 -0.64
H 1.54 1.72 1.00
H -3.21 -0.32 0.42
H -2.74 0.65 -0.96

=====

Entry x
An isolated ion of composition C3H7N2 and charge +1, computed with ωB97M-V/def2-TZVPD.

Spin multiplicity   1
Net charge   +1
LUMO energy   -6.996 eV
HOMO-LUMO gap   7.78 eV
M   71.1 g/mol
HOMO   -14.773 eV

Element x y z (Å)
C -0.93 -0.04 0.00
C 0.50 0.00 -0.47
C 1.52 0.50 0.37
N -1.47 0.99 0.40
N -1.44 -1.23 -0.21
H 0.83 0.10 -1.48
H 1.88 -0.58 0.57
H 1.20 0.64 1.42
H 2.42 0.95 0.02
H -1.11 1.99 0.49
H -0.93 -1.89 -0.84
H -2.48 -1.44 -0.27

=====

Entry y
C3H7N2 as an isolated structure, computed with ωB97M-V/def2-TZVPD.

Spin multiplicity   1
Net charge   +1
LUMO energy (alpha / beta)   -7.340 / -8.754 eV
HOMO-LUMO gap (alpha / beta)   9.00 / 8.50 eV
M   71.1 g/mol
HOMO (alpha / beta)   -16.342 / -17.253 eV

Element x y z (Å)
C 0.02 -0.06 0.16
C 0.14 0.21 -1.32
C 1.23 -0.79 0.70
N -2.42 1.28 0.50
N -0.93 0.17 0.89
H -0.51 -0.66 -1.79
H -0.25 1.24 -1.35
H 1.18 0.26 -1.59
H 1.13 -1.82 0.59
H 1.23 -0.56 1.75
H 2.10 -0.39 0.15
H -2.93 1.12 1.32

=====

Going by the computed energies, the most stable comes first: entry x, entry w, entry y.

=====

Entry w
One molecule with the formula C5H8O2S, computed with ωB97M-V/def2-TZVPD.

Spin multiplicity   1
LUMO energy (alpha / beta)   -0.254 / -0.100 eV
HOMO-LUMO gap (alpha / beta)   7.50 / 7.98 eV
M   132.2 g/mol
HOMO (alpha / beta)   -7.750 / -8.077 eV

Element x y z (Å)
C 2.51 -1.05 -0.19
C -2.29 0.92 0.82
C -0.99 1.01 0.61
C 0.13 1.88 0.95
C 1.51 -2.72 -1.20
O 1.56 -0.43 0.33
O 2.74 -1.98 -1.03
S -0.41 -0.56 0.05
H -2.96 1.70 0.93
H -2.62 -0.14 0.58
H 0.81 1.20 1.49
H -0.14 2.83 1.46
H 0.67 2.16 0.05
H 0.79 -2.25 -0.47
H 1.76 -3.80 -0.81
H 1.00 -2.73 -2.17

=====

Entry x
One molecule with the formula C5H8O2S, computed with ωB97M-V/def2-TZVPD.

Spin multiplicity   1
LUMO energy   0.742 eV
HOMO-LUMO gap   8.65 eV
M   132.2 g/mol
HOMO   -7.910 eV

Element x y z (Å)
C 0.96 1.94 0.20
C 0.51 0.52 0.11
C 1.69 -0.49 -0.06
C -1.38 -0.35 1.19
C -1.90 -0.41 0.00
H 0.09 2.52 0.50
H 1.39 2.33 -0.78
H 1.74 1.99 0.95
H 2.36 -0.18 -0.90
H 2.28 -0.47 0.86
H 0.91 -2.00 -1.10
H -1.71 -0.85 2.05
H -2.85 -0.89 -0.28
O 1.29 -1.87 -0.15
O -0.14 0.09 1.33
S -0.80 0.28 -1.21

=====

Entry y
One molecule with the formula C5H8O2S, computed with ωB97M-V/def2-TZVPD.

Spin multiplicity   1
LUMO energy   0.682 eV
HOMO-LUMO gap   10.06 eV
M   132.2 g/mol
HOMO   -9.383 eV

Element x y z (Å)
C 0.75 2.51 0.05
C 0.51 0.24 -0.33
C -0.70 -0.41 0.47
C -0.06 -1.78 0.30
C 1.22 -1.09 -0.17
H 0.31 2.66 -0.94
H 0.02 2.75 0.80
H 1.63 3.14 0.15
H 0.18 0.40 -1.38
H -0.58 -0.10 1.51
H -2.26 1.25 -0.33
H -0.47 -2.40 -0.49
H 0.02 -2.37 1.21
O 1.23 1.20 0.28
O 2.39 -1.32 -0.25
S -2.39 -0.07 -0.17

=====

Entry z
C5H8O2S as an isolated structure, computed with ωB97M-V/def2-TZVPD.

Spin multiplicity   1
LUMO energy   0.567 eV
HOMO-LUMO gap   9.23 eV
M   132.2 g/mol
HOMO   -8.664 eV

Element x y z (Å)
C 0.13 -1.45 1.24
C -0.25 -0.63 -0.04
C 1.23 0.59 -1.90
C 0.10 0.75 0.19
C -1.30 0.46 0.23
H 0.34 -0.62 2.19
H -0.90 -2.22 1.58
H 1.21 -2.20 0.77
H 2.22 0.45 -1.36
H 1.57 0.84 -2.97
H 0.92 1.34 0.89
H -1.79 0.87 -0.78
H -2.33 1.26 1.46
O 0.35 1.38 -1.08
O -1.98 0.28 1.34
S 0.50 -1.09 -1.75

=====

Going by the computed energies, the most stable comes first: entry x, entry y, entry w, entry z.

=====

Entry w
A 6-piece molecular cluster, C24H66N6O6 overall, computed with ωB97M-V/def2-TZVPD.

Spin multiplicity   1
LUMO energy   0.719 eV
HOMO-LUMO gap   9.27 eV
M   534.8 g/mol
HOMO   -8.550 eV

Element x y z (Å)
C 16.98 3.70 5.32
C 17.40 3.68 6.78
C 16.94 2.41 7.47
O 17.73 1.33 7.04
C 17.16 0.08 7.35
N 18.88 3.87 6.85
H 15.89 3.63 5.25
H 17.44 2.87 4.77
H 17.28 4.63 4.85
H 16.96 4.54 7.27
H 15.87 2.24 7.25
H 16.99 2.52 8.57
H 17.87 -0.70 7.09
H 16.23 -0.05 6.79
H 16.93 -0.01 8.42
H 19.14 3.73 7.83
H 19.27 3.02 6.42
C 11.17 4.39 3.47
C 11.74 3.71 2.22
C 12.20 2.30 2.52
O 13.29 2.36 3.38
C 13.86 1.09 3.62
N 10.81 3.67 1.10
H 11.95 4.72 4.16
H 10.47 3.74 3.99
H 10.63 5.30 3.19
H 12.63 4.27 1.93
H 12.47 1.84 1.56
H 11.36 1.73 2.96
H 14.16 0.60 2.69
H 13.08 0.45 4.07
H 14.66 1.24 4.34
H 10.41 4.60 0.96
H 9.98 3.12 1.33
C 17.40 -0.10 3.82
C 17.14 -1.55 3.35
C 15.97 -2.16 4.10
O 16.24 -2.26 5.47
C 15.19 -2.77 6.25
N 16.85 -1.65 1.93
H 18.10 0.35 3.12
H 17.85 -0.07 4.81
H 16.46 0.44 3.88
H 18.05 -2.11 3.62
H 15.72 -3.14 3.66
H 15.06 -1.55 3.92
H 14.39 -2.04 6.40
H 15.62 -3.02 7.22
H 14.77 -3.69 5.81
H 17.58 -1.08 1.48
H 15.95 -1.21 1.73
C 18.00 -4.36 -0.38
C 16.81 -5.00 0.31
C 17.21 -5.39 1.72
O 16.15 -6.11 2.32
C 16.40 -6.40 3.67
N 15.71 -4.03 0.31
H 18.29 -3.46 0.18
H 17.80 -4.07 -1.41
H 18.86 -5.04 -0.42
H 16.45 -5.88 -0.24
H 17.40 -4.46 2.28
H 18.11 -6.02 1.69
H 16.32 -5.49 4.28
H 17.40 -6.83 3.83
H 15.65 -7.11 4.02
H 16.01 -3.20 0.82
H 14.94 -4.38 0.87
C 13.59 -1.87 -2.41
C 14.64 -1.01 -1.76
C 14.26 -0.62 -0.33
O 15.17 0.26 0.29
C 15.22 1.54 -0.29
N 15.96 -1.69 -1.82
H 12.64 -1.33 -2.52
H 13.38 -2.76 -1.82
H 13.90 -2.12 -3.43
H 14.74 -0.06 -2.30
H 14.21 -1.53 0.29
H 13.25 -0.18 -0.35
H 15.62 1.53 -1.31
H 15.91 2.13 0.32
H 14.25 2.04 -0.29
H 16.50 -1.31 -1.04
H 15.79 -2.66 -1.55
C 18.87 0.27 -1.52
C 19.68 0.46 -0.26
C 19.29 1.75 0.45
O 20.13 1.93 1.57
C 19.73 3.02 2.37
N 19.45 -0.64 0.71
H 17.79 0.25 -1.35
H 19.16 -0.64 -2.04
H 19.01 1.11 -2.21
H 20.74 0.56 -0.52
H 18.24 1.66 0.79
H 19.35 2.60 -0.24
H 18.74 2.83 2.80
H 19.73 3.95 1.79
H 20.43 3.08 3.20
H 20.11 -1.40 0.56
H 19.80 -0.27 1.59

=====

Entry x
A 6-piece molecular cluster, C24H66N6O6 overall, computed with ωB97M-V/def2-TZVPD.

Spin multiplicity   1
LUMO energy   0.482 eV
HOMO-LUMO gap   9.49 eV
M   534.8 g/mol
HOMO   -9.006 eV

Element x y z (Å)
C -3.75 -5.24 3.30
C -4.39 -3.94 3.63
C -5.60 -3.71 2.67
O -5.11 -3.31 1.37
C -5.55 -4.15 0.36
N -4.77 -3.99 5.05
H -4.55 -5.96 3.46
H -2.93 -5.58 3.93
H -3.41 -5.32 2.26
H -3.73 -3.08 3.56
H -6.18 -2.91 3.11
H -6.28 -4.55 2.54
H -5.19 -5.17 0.44
H -5.22 -3.83 -0.63
H -6.64 -4.03 0.33
H -5.32 -3.19 5.33
H -3.91 -4.04 5.58
C 8.88 1.82 -0.14
C 7.90 1.92 1.05
C 6.39 2.01 0.67
O 6.12 3.31 0.03
C 4.70 3.27 -0.28
N 8.10 0.82 1.97
H 9.95 1.77 0.06
H 8.87 2.77 -0.68
H 8.62 0.97 -0.77
H 8.16 2.81 1.62
H 5.84 1.96 1.60
H 6.03 1.18 0.06
H 4.36 4.25 -0.60
H 4.09 3.04 0.60
H 4.31 2.57 -1.02
H 9.10 0.68 2.04
H 7.83 -0.02 1.49
C 0.32 0.67 0.19
C -0.90 -0.05 0.66
C -1.91 -0.09 -0.45
O -2.19 1.19 -1.01
C -3.38 1.46 -1.76
N -0.50 -1.32 1.21
H 0.13 1.74 0.12
H 0.79 0.31 -0.72
H 1.12 0.64 0.93
H -1.29 0.56 1.48
H -2.81 -0.59 -0.11
H -1.50 -0.65 -1.29
H -3.78 0.55 -2.21
H -3.10 1.95 -2.69
H -4.19 2.13 -1.47
H -0.30 -1.12 2.18
H -1.23 -2.02 1.24
C 3.88 -2.42 -2.99
C 4.59 -3.31 -1.98
C 6.09 -3.37 -2.12
O 6.64 -4.43 -2.89
C 8.11 -4.39 -2.96
N 4.17 -2.89 -0.71
H 4.21 -1.40 -2.81
H 2.80 -2.36 -2.87
H 4.22 -2.57 -4.02
H 4.05 -4.24 -2.17
H 6.44 -3.49 -1.09
H 6.54 -2.44 -2.46
H 8.55 -3.39 -2.91
H 8.32 -4.78 -3.96
H 8.54 -5.03 -2.19
H 4.27 -3.59 0.01
H 3.25 -2.47 -0.75
C 1.22 -1.54 8.23
C 0.34 -1.25 7.02
C 0.59 0.22 6.49
O 0.28 1.20 7.50
C 0.76 2.51 7.17
N 0.36 -2.27 5.99
H 2.28 -1.43 8.01
H 1.15 -2.54 8.66
H 1.07 -0.71 8.91
H -0.66 -1.16 7.46
H -0.06 0.41 5.64
H 1.53 0.31 5.96
H 0.09 2.73 6.34
H 1.80 2.56 6.84
H 0.69 3.27 7.95
H 1.19 -2.27 5.41
H 0.34 -3.11 6.55
C -7.01 3.86 -9.03
C -7.98 4.91 -8.43
C -7.52 5.40 -7.07
O -6.31 6.24 -7.22
C -5.66 6.45 -5.92
N -8.12 6.00 -9.39
H -6.73 3.21 -8.20
H -6.07 4.08 -9.54
H -7.67 3.42 -9.78
H -8.97 4.49 -8.27
H -7.33 4.45 -6.57
H -8.32 5.82 -6.46
H -6.35 7.03 -5.31
H -4.93 7.24 -6.09
H -5.23 5.52 -5.54
H -7.20 6.15 -9.77
H -8.25 6.91 -8.97

=====

Going by the computed energies, the most stable comes first: entry w, entry x.

=====

Entry w
One molecule with the formula C8H10N2S, computed with ωB97M-V/def2-TZVPD.

Spin multiplicity   1
LUMO energy   -1.844 eV
HOMO-LUMO gap   5.33 eV
M   166.2 g/mol
HOMO   -7.170 eV

Element x y z (Å)
C -1.76 0.37 -0.20
C -1.80 -1.16 -2.16
C -0.62 -0.25 0.24
C 1.04 0.88 1.56
C -2.34 0.02 -1.53
C -0.01 -1.09 -0.80
C 1.77 0.95 2.94
C 1.48 -0.98 -0.89
N -0.69 -1.68 -1.75
N 0.08 0.06 1.41
S 1.68 1.94 0.40
H -2.01 1.36 0.21
H -2.28 -1.71 -2.92
H -3.44 -0.06 -1.41
H -2.26 0.96 -2.25
H 2.66 1.60 2.97
H 2.10 0.03 3.39
H 1.03 1.40 3.68
H 1.62 0.14 -1.05
H 1.85 -1.46 -1.91
H 1.90 -1.33 0.07

=====

Entry x
One molecule with the formula C8H10N2S, computed with ωB97M-V/def2-TZVPD.

Spin multiplicity   1
LUMO energy   0.498 eV
HOMO-LUMO gap   8.56 eV
M   166.2 g/mol
HOMO   -8.058 eV

Element x y z (Å)
C -1.56 -3.41 0.46
C -0.73 -2.01 0.50
C 0.67 -1.77 0.72
C 1.14 -0.49 0.57
C 0.28 0.65 0.20
C 0.70 2.85 -0.96
C -1.05 0.30 -0.28
C -1.60 -0.89 0.04
H -2.19 -3.51 -0.31
H -2.14 -3.59 1.38
H -0.91 -4.46 0.47
H 1.32 -2.56 1.13
H 2.30 -0.23 0.57
H 1.49 2.09 0.77
H 2.05 4.77 -1.40
H 2.35 4.08 0.19
H -1.84 0.81 -0.89
H -2.62 -1.17 0.08
N 0.85 1.91 -0.06
N 1.67 3.87 -0.83
S -0.18 2.76 -2.36

=====

Going by the computed energies, the most stable comes first: entry x, entry w.